[1]
This record from the OMol25 dataset describes C20H18N4 in the gas phase in a non-equilibrium geometry. The level of theory is wB97M-V/def2-TZVPD.

Values from the calculation:
Structure (SMILES): c1ccc(/N=C2/NN(c3ccccc3)CN2c2ccccc2)cc1
Gap between HOMO and LUMO in eV: 8.2
Energy above the lowest of the compared OMol25 structures with the same formula, charge and spin in kJ/mol: 242.43

```
! wB97M-V def2-TZVPD RIJCOSX def2/J DEFGRID3
* xyz 0 1
C -0.1879 2.0571 -5.0115
C -1.1648 1.0926 -4.9255
C -1.5334 0.5119 -3.6804
C -0.9541 0.9676 -2.5025
N -1.5564 0.4261 -1.3897
C -0.9957 0.2527 -0.2320
N -1.8169 -0.0753 0.7857
N -1.0748 0.0734 2.0172
C -1.4083 -0.6869 3.1319
C -2.3262 -1.7442 3.0355
C -2.6531 -2.4939 4.2010
C -2.0567 -2.1627 5.4362
C -1.1479 -1.1155 5.5165
C -0.8168 -0.4245 4.3648
C 0.3273 0.3175 1.7325
N 0.2893 0.4406 0.2365
C 1.4617 0.0937 -0.4354
C 2.6768 0.7414 -0.1551
C 3.8190 0.4388 -0.8523
C 3.8376 -0.5588 -1.8436
C 2.6569 -1.2498 -2.1392
C 1.5054 -0.8841 -1.4324
C 0.0263 1.9841 -2.5782
C 0.4050 2.5579 -3.8349
H 0.1284 2.4146 -5.9731
H -1.6440 0.7205 -5.8120
H -2.3360 -0.2350 -3.5898
H -2.7964 0.2372 0.7014
H -2.8345 -1.9599 2.0951
H -3.3209 -3.3433 4.1724
H -2.2413 -2.7285 6.3207
H -0.6470 -0.8626 6.4555
H -0.1694 0.4134 4.4080
H 0.7070 1.1967 2.2447
H 0.9441 -0.5207 2.0484
H 2.7149 1.5416 0.5885
H 4.7319 1.0189 -0.6459
H 4.7969 -0.7751 -2.3486
H 2.5895 -2.0636 -2.8330
H 0.6080 -1.3902 -1.7330
H 0.4038 2.3629 -1.6383
H 1.0532 3.4134 -3.9061
*
```

Results of the natural (NBO) charge analysis, in e, for atoms 1 through 2: atom 1 (C): -0.252, atom 2 (C): -0.192

=====

[2]
This record from the OMol25 dataset describes C20H18N4O in the gas phase in a non-equilibrium geometry. The level of theory is wB97M-V/def2-TZVPD.

Values from the calculation:
Structure (SMILES): Cc1cc(-c2ccc(=O)n(C)c2C)cc2cn(-c3cccnc3)nc12
Gap between HOMO and LUMO in eV: 7.5
Energy above the lowest of the compared OMol25 structures with the same formula, charge and spin in kJ/mol: 233.44

```
! wB97M-V def2-TZVPD RIJCOSX def2/J DEFGRID3
* xyz 0 1
C -1.2285 1.4563 3.1485
C -0.7929 0.9001 1.8029
C -0.7414 1.7438 0.6714
C -0.3464 1.2884 -0.5671
C -0.2886 2.2494 -1.6362
C -1.5312 2.9373 -2.0073
C -1.5469 3.7273 -3.1635
C -0.3215 3.8546 -3.9723
O -0.3880 4.4221 -5.0480
N 0.8556 3.2529 -3.5276
C 2.0531 3.3300 -4.3996
C 0.8510 2.4763 -2.3768
C 2.1736 1.8530 -1.9315
C -0.1152 -0.1064 -0.7309
C -0.1553 -0.9327 0.3713
C 0.0753 -2.2509 0.5307
N -0.1411 -2.5600 1.8664
C -0.2216 -3.8597 2.4317
C -0.2407 -4.0558 3.8078
C -0.2473 -5.3583 4.3175
C -0.3486 -6.4353 3.4110
N -0.4005 -6.2442 2.0939
C -0.2774 -4.9840 1.5915
N -0.5028 -1.4365 2.5662
C -0.4837 -0.4586 1.6648
H -0.8714 0.7983 3.9641
H -2.3125 1.4551 3.2641
H -0.8115 2.4373 3.2707
H -0.9562 2.8092 0.7948
H -2.4446 2.8130 -1.4266
H -2.4087 4.2529 -3.4837
H 1.9269 3.8814 -5.3453
H 2.8335 3.8392 -3.8560
H 2.3735 2.3283 -4.7081
H 2.1308 1.3213 -0.9860
H 2.4469 1.1119 -2.6685
H 2.9647 2.5966 -1.8517
H 0.1065 -0.4952 -1.7272
H 0.3652 -2.9143 -0.2607
H -0.1284 -3.1897 4.4648
H -0.1859 -5.5231 5.3766
H -0.3488 -7.4639 3.7661
H -0.3690 -4.8679 0.4981
*
```

Results of the natural (NBO) charge analysis, in e, for atoms 1 through 2: atom 1 (C): -0.641, atom 2 (C): 0.003